{"formula": "C37H39GeIN3O3PTl", "method": "ωB97M-V/def2-TZVPD", "elements": ["Tl", "C", "C", "N", "C", "C", "C", "O", "C", "C", "N", "C", "C", "C", "C", "C", "C", "I", "C", "O", "H", "H", "H", "H", "H", "H", "H", "H", "H", "H", "H", "H", "O", "N", "C", "C", "C", "C", "C", "C", "C", "P", "C", "C", "C", "C", "C", "C", "C", "C", "C", "C", "C", "C", "H", "H", "H", "H", "H", "H", "H", "H", "H", "H", "H", "H", "H", "H", "H", "H", "C", "Ge", "C", "C", "C", "H", "H", "H", "H", "H", "H", "H", "H", "H", "H", "H"], "positions_angstrom": [[0.30052, -0.87350, 1.46372], [-2.63787, 1.78735, -3.16921], [-2.44070, 2.76015, -2.03572], [-2.83497, 3.99818, -2.31230], [-2.79907, 4.93983, -1.37158], [-2.37443, 4.68994, -0.08171], [-2.42551, 5.78218, 0.95018], [-3.62757, 5.76150, 1.72820], [-1.91453, 3.40679, 0.22168], [-1.47405, 3.08238, 1.59002], [-0.53392, 2.26427, 1.80781], [-0.26225, 1.82523, 3.11718], [-0.27641, 2.67113, 4.22575], [0.00150, 2.15727, 5.48454], [0.27864, 0.80612, 5.63389], [0.29245, -0.02685, 4.51746], [0.04101, 0.47187, 3.24905], [-1.50670, -2.94373, 2.23731], [-1.92494, 2.37890, -0.75821], [-1.52134, 1.18750, -0.43977], [-2.26145, 2.23376, -4.08992], [-3.70483, 1.59259, -3.30391], [-2.15035, 0.83286, -3.00338], [-3.13328, 5.93203, -1.65930], [-2.41587, 6.75389, 0.45722], [-1.55246, 5.73648, 1.60853], [-3.82073, 4.84381, 1.94723], [-2.04709, 3.50744, 2.42721], [-0.48411, 3.72793, 4.09943], [0.00450, 2.81301, 6.34703], [0.49817, 0.40148, 6.61489], [0.50403, -1.07884, 4.64786], [0.12045, -3.64883, -0.80215], [1.40437, -3.45705, -0.31314], [2.12855, -2.78090, -1.10605], [1.71933, -2.25672, -2.42362], [2.50597, -2.64982, -3.50920], [2.12970, -2.36332, -4.80758], [0.93408, -1.69080, -5.02093], [0.18373, -1.26433, -3.93891], [0.56850, -1.48985, -2.61180], [-0.37525, -0.48466, -1.28206], [-2.05066, -1.21633, -1.72418], [-2.08449, -2.45378, -2.37451], [-3.27838, -3.12155, -2.60862], [-4.48156, -2.58255, -2.18423], [-4.46517, -1.37939, -1.49752], [-3.27070, -0.71311, -1.26109], [0.54527, 1.06365, -1.82853], [1.22628, 1.72281, -0.80239], [1.97783, 2.86108, -1.04049], [2.05584, 3.39117, -2.32087], [1.37968, 2.75775, -3.34924], [0.64458, 1.60317, -3.10768], [-0.38670, -3.90659, -0.01273], [3.15432, -2.65485, -0.76977], [3.40884, -3.21899, -3.31726], [2.74249, -2.68105, -5.64151], [0.59198, -1.48574, -6.02809], [-0.74580, -0.74054, -4.13313], [-1.17101, -2.93447, -2.68734], [-3.25464, -4.07694, -3.11827], [-5.41450, -3.09929, -2.37371], [-5.38685, -0.95136, -1.12335], [-3.28870, 0.19990, -0.69641], [1.13306, 1.38321, 0.21907], [2.48333, 3.34401, -0.21350], [2.62567, 4.29214, -2.51064], [1.41930, 3.15651, -4.35566], [0.14700, 1.14402, -3.94666], [2.52801, -2.82782, 4.74249], [2.95000, -3.07010, 2.84308], [2.29466, -4.85531, 2.41128], [4.91419, -3.18731, 2.72224], [2.43862, -1.46688, 1.85038], [3.01519, -3.61166, 5.32646], [1.45156, -2.90607, 4.90262], [2.87245, -1.85904, 5.10827], [2.77880, -5.54613, 3.10761], [2.52607, -5.14864, 1.39139], [1.21433, -4.90899, 2.55008], [5.28659, -4.01591, 3.32938], [5.38010, -2.26373, 3.07157], [5.22497, -3.35432, 1.68840], [3.01236, -1.37869, 0.92666], [2.73993, -0.63898, 2.50068]], "total_charge": -1, "homo_energy_ev": -4.981, "relative_energy_kj_mol": 171.3, "orbital_gap_ev": 7.335}


{"formula": "C37H39N3O4PSTi", "method": "ωB97M-V/def2-TZVPD", "elements": ["Ti", "C", "C", "C", "C", "C", "H", "H", "H", "H", "H", "S", "C", "C", "C", "C", "C", "C", "N", "C", "C", "C", "C", "C", "C", "C", "H", "H", "H", "H", "H", "H", "H", "H", "O", "C", "O", "C", "C", "N", "N", "C", "C", "O", "O", "H", "H", "H", "C", "C", "C", "C", "P", "C", "C", "C", "C", "C", "C", "C", "C", "C", "C", "H", "H", "H", "H", "H", "H", "H", "H", "H", "H", "H", "H", "H", "H", "H", "H", "H", "H", "H", "H", "H", "H", "H"], "positions_angstrom": [[-0.51084, -3.56652, 0.68461], [1.61583, -2.04169, 0.46535], [0.93223, -2.00863, 1.68571], [1.25893, -3.22784, 2.36556], [2.14732, -4.00401, 1.51773], [2.29183, -3.25047, 0.31662], [1.60185, -1.27424, -0.30260], [0.49582, -1.16989, 2.18255], [0.87181, -3.58860, 3.32686], [2.71252, -4.89257, 1.76084], [2.82614, -3.60028, -0.59094], [-3.23641, -4.68352, 4.61107], [-3.26519, -2.92766, 4.70937], [-4.13426, -2.13200, 5.45955], [-4.09734, -0.75768, 5.30536], [-3.03879, -0.18204, 4.52157], [-2.07378, -0.93924, 3.92045], [-2.31446, -2.36332, 3.80276], [-1.83705, -3.23371, 2.89538], [-2.31276, -4.50995, 3.13296], [-2.06464, -5.62742, 2.30796], [-2.42190, -6.96856, 2.59494], [-1.96764, -8.06479, 1.80819], [-1.16349, -7.78917, 0.73018], [-0.82557, -6.42914, 0.44102], [-1.24578, -5.34591, 1.18108], [-4.92317, -2.63247, 6.03173], [-4.78459, -0.15400, 5.92314], [-3.04797, 0.89709, 4.41590], [-1.28377, -0.40158, 3.41572], [-3.18946, -7.16756, 3.35958], [-2.16463, -9.09532, 2.16931], [-0.86590, -8.50868, 0.01220], [-0.14080, -6.28642, -0.44410], [-1.73226, -1.04123, -4.31418], [-2.43910, -0.43893, -3.36206], [-3.14134, 0.54762, -3.56113], [-2.22085, -0.94557, -1.97970], [-2.75849, -0.27181, -0.79218], [-2.44395, -1.05820, 0.26596], [-1.72059, -2.12964, -0.08575], [-1.67307, -2.16463, -1.46940], [-0.82435, -3.14741, -2.13255], [-0.36544, -3.12388, -3.30180], [-0.23143, -3.91099, -1.17212], [-1.33827, -1.97496, -3.97079], [-3.08958, 0.77582, -0.74135], [-2.62990, -0.83123, 1.26550], [2.42801, 6.23011, -2.23102], [3.29501, 5.05140, -1.93049], [4.01729, 4.47154, -3.13345], [4.33178, 5.38175, -0.77630], [2.34800, 3.54816, -1.03262], [1.48406, 2.68057, -2.37789], [1.79040, 1.31862, -2.56102], [1.30161, 0.67426, -3.68253], [0.44810, 1.33380, -4.57384], [0.05948, 2.65927, -4.30780], [0.56505, 3.33059, -3.19557], [1.03084, 4.02583, 0.13785], [-0.37880, 3.65035, -0.33590], [0.99278, 5.45229, 0.61022], [1.38771, 3.00881, 1.35185], [2.88131, 6.74038, -3.13474], [2.24917, 7.06144, -1.52079], [1.45461, 5.94596, -2.62576], [4.91091, 5.04836, -3.26296], [3.39479, 4.57202, -4.02756], [4.29311, 3.44346, -2.93774], [5.14421, 6.00160, -1.21952], [4.65359, 4.51615, -0.16141], [3.80974, 6.01325, -0.06004], [2.60262, 0.88447, -2.00927], [1.63611, -0.40508, -3.79234], [-0.04263, 0.79016, -5.47433], [-0.72841, 3.11113, -4.90710], [0.40759, 4.39690, -2.97239], [-0.87747, 4.22206, -1.11776], [-1.08572, 3.80151, 0.48079], [-0.46937, 2.60351, -0.61985], [0.96553, 6.25926, -0.13631], [1.84437, 5.66394, 1.24692], [0.09864, 5.60486, 1.24730], [1.49636, 2.01507, 0.94667], [2.41098, 3.36308, 1.66332], [0.61317, 3.17206, 2.06732]], "total_charge": -1, "homo_energy_ev": [-2.204, -4.816], "relative_energy_kj_mol": 0.0, "multiplicity": 3, "orbital_gap_ev": [3.966, 6.728]}


Number 1: largest force on an atom 0.54 eV Å⁻¹. Number 2: largest force on an atom 5.62 eV Å⁻¹.